No. 1
Here is 12 unconnected molecules or ions with the total composition C38H114N11O2 in a non-equilibrium geometry from OMol25. Energies are from ωB97M-V/def2-TZVPD.

Calculated values
LUMO energy (spin up / spin down)   -4.678 / -5.008 eV
E_HOMO (spin up / spin down)   -8.6 / -11.7 eV
Charge   +2
2S+1   2
Frontier orbital gap (spin up / spin down)   0.1451 / 0.2452 hartree

Each line ends with the Mulliken spin population.
Cartesian coordinates (Å):
1 N 2.2489 -0.2908 2.9005  0.43
2 H 1.5827 -0.6132 3.5878  -0.03
3 H 1.6603 -0.0708 2.1098  -0.03
4 H 2.9829 -0.9076 2.5829  -0.10
5 H 2.5658 0.6336 3.1555  -0.15
6 N 2.0365 -3.4199 -1.5171  -0.17
7 H 2.1827 -3.6395 -0.5422  0.03
8 H 1.8255 -2.4358 -1.6008  0.04
9 H 1.3501 -4.0506 -1.9059  0.02
10 H 2.9423 -3.6134 -1.9198  0.02
11 N 2.7562 1.2145 -3.7963  0.41
12 H 3.6822 0.9084 -3.5338  -0.04
13 H 2.1040 0.5350 -3.4316  0.13
14 H 2.7077 1.1112 -4.7998  -0.02
15 H 2.5294 2.1271 -3.4277  -0.06
16 N 3.7334 0.2952 -0.1878  1.72
17 H 3.4871 1.0076 0.4844  -0.25
18 H 4.2072 0.7543 -0.9525  -0.37
19 H 2.9143 -0.0406 -0.6740  0.06
20 H 4.1378 -0.5291 0.2331  -0.10
21 N 1.3745 3.2582 0.8970  0.82
22 H 0.9633 2.3366 0.9374  -0.05
23 H 0.7809 3.8649 1.4444  -0.01
24 H 1.5019 3.6187 -0.0378  -0.15
25 H 2.2410 3.0532 1.3738  -0.28
26 O 1.6592 -0.6770 -2.1137  -0.61
27 C 0.3383 -0.3020 -1.7853  -0.01
28 C 0.1126 -0.2152 -0.1698  0.11
29 O 0.9724 0.5776 0.7252  -0.25
30 H -0.4256 -0.8878 -2.2967  -0.02
31 H 0.1065 0.6892 -2.1750  -0.02
32 H 0.1983 -1.2370 0.1997  0.00
33 H -0.9300 0.0110 0.0537  -0.01
34 C 3.9642 -6.2104 -0.9147  0.00
35 C 4.8738 -5.0978 -1.4241  0.02
36 N 4.3118 -4.7065 -2.7258  0.00
37 C 4.1027 -5.7660 -3.7341  0.00
38 C 5.2989 -6.6620 -4.0378  0.00
39 C 5.1523 -3.6504 -3.2582  0.01
40 C 5.0174 -2.2382 -2.6878  0.01
41 H 4.2870 -7.1705 -1.3174  0.00
42 H 2.9047 -5.9661 -0.9919  0.00
43 H 4.0812 -6.4550 0.1410  0.00
44 H 5.0513 -4.2573 -0.7532  0.00
45 H 5.8835 -5.5013 -1.4989  0.00
46 H 3.2926 -6.4334 -3.4404  0.00
47 H 3.8159 -5.2775 -4.6654  0.00
48 H 5.5991 -7.0954 -3.0838  0.00
49 H 5.0112 -7.4740 -4.7055  0.00
50 H 6.0646 -6.0540 -4.5198  0.00
51 H 4.8059 -3.3681 -4.2524  0.00
52 H 6.1862 -3.9895 -3.3222  0.00
53 H 4.9843 -2.1454 -1.6022  0.06
54 H 4.1615 -1.7637 -3.1677  0.03
55 H 5.9236 -1.6883 -2.9419  -0.04
56 C 0.8148 -4.5197 -4.6799  0.00
57 C -0.3649 -3.9657 -3.7967  -0.01
58 N -0.2713 -4.5523 -2.4057  0.00
59 C -1.3448 -4.0327 -1.5310  0.00
60 C -1.1256 -4.1070 -0.0294  0.01
61 C -0.3178 -6.0561 -2.3527  0.00
62 C -1.7088 -6.6365 -2.7945  0.00
63 H 0.6045 -5.5462 -4.9801  0.00
64 H 1.8752 -4.3895 -4.4639  0.00
65 H 0.8189 -3.8802 -5.5627  0.00
66 H -0.3258 -2.8917 -3.6144  0.00
67 H -1.3499 -4.1509 -4.2250  0.00
68 H -1.4788 -3.0129 -1.8917  0.00
69 H -2.2829 -4.5059 -1.8211  0.00
70 H -1.2538 -5.1578 0.2301  0.00
71 H -0.2055 -3.6781 0.3675  0.00
72 H -1.8710 -3.5155 0.5023  0.00
73 H -0.1387 -6.4471 -1.3511  0.00
74 H 0.5204 -6.5031 -2.8873  0.00
75 H -1.6386 -7.6738 -3.1219  0.00
76 H -2.2311 -6.1535 -3.6203  0.00
77 H -2.4416 -6.5557 -1.9916  0.00
78 C -3.9618 6.7438 -1.5876  0.00
79 C -3.2368 6.3242 -2.8686  0.00
80 N -2.7796 4.9401 -2.8380  0.00
81 C -2.3038 4.6329 -4.2019  0.00
82 C -0.9702 5.3242 -4.5816  0.00
83 C -1.8428 4.5824 -1.7669  -0.01
84 C -1.2173 3.1325 -1.8883  -0.15
85 H -4.3686 7.7436 -1.7393  0.00
86 H -3.2153 6.8559 -0.8013  0.00
87 H -4.7276 6.0091 -1.3388  0.00
88 H -3.8764 6.4282 -3.7451  0.00
89 H -2.5126 7.1321 -2.9737  0.00
90 H -2.1548 3.5666 -4.3719  0.00
91 H -3.0564 4.9053 -4.9418  0.00
92 H -1.1481 6.3940 -4.6913  0.00
93 H -0.1800 5.1991 -3.8413  0.00
94 H -0.4966 5.0597 -5.5270  0.00
95 H -2.4537 4.6241 -0.8652  0.00
96 H -1.0214 5.2984 -1.7427  -0.01
97 H -0.7150 2.8694 -2.8192  0.00
98 H -1.9201 2.3730 -1.5457  0.01
99 H -0.3793 3.1366 -1.1913  0.11
100 C -4.0058 -1.1909 0.6217  0.00
101 C -4.1339 -0.1099 1.7587  0.00
102 N -4.9857 0.9617 1.3159  0.00
103 C -4.3495 1.5893 0.0780  0.00
104 C -4.8350 2.8704 -0.4168  0.00
105 C -5.2244 1.9950 2.3692  0.00
106 C -6.3675 1.6519 3.2909  0.00
107 H -4.9981 -1.5437 0.3405  0.00
108 H -3.5378 -2.0066 1.1728  0.00
109 H -3.4934 -0.9290 -0.3040  0.00
110 H -4.4545 -0.4599 2.7399  0.00
111 H -3.1528 0.3378 1.9170  0.00
112 H -4.4522 0.9758 -0.8171  0.00
113 H -3.2748 1.6729 0.2399  0.00
114 H -5.9202 2.9036 -0.3205  0.00
115 H -4.4887 3.0109 -1.4408  0.00
116 H -4.5084 3.7671 0.1098  0.00
117 H -4.3060 2.1831 2.9253  0.00
118 H -5.6389 2.8803 1.8871  0.00
119 H -6.0403 1.0173 4.1145  0.00
120 H -6.7615 2.6329 3.5563  0.00
121 H -7.1108 1.1274 2.6905  0.00
122 C 0.4081 -3.4560 3.3489  0.00
123 C 1.1288 -2.9534 4.6446  0.00
124 N 0.8305 -1.5735 5.0139  -0.03
125 C 1.6002 -1.2113 6.1911  0.00
126 C 1.6086 0.3342 6.3208  -0.01
127 C -0.6617 -1.2757 5.1312  0.00
128 C -1.2765 -0.7881 3.7635  -0.02
129 H -0.6374 -3.6561 3.5834  0.00
130 H 0.8203 -4.4348 3.1035  0.00
131 H 0.3765 -2.7395 2.5282  0.01
132 H 0.8419 -3.6220 5.4563  0.00
133 H 2.1979 -3.0957 4.4864  0.00
134 H 1.2020 -1.7783 7.0325  0.00
135 H 2.6020 -1.6072 6.0240  0.00
136 H 2.3431 0.6608 7.0570  0.00
137 H 2.0778 0.7598 5.4338  0.00
138 H 0.7741 0.8439 6.8023  0.00
139 H -0.9096 -0.4654 5.8169  0.00
140 H -1.2256 -2.0956 5.5759  0.00
141 H -2.3067 -0.4477 3.8686  0.00
142 H -1.2677 -1.5192 2.9551  0.01
143 H -0.5488 -0.0905 3.3490  0.02
144 C -0.7440 2.6369 3.5987  -0.02
145 C 0.1865 3.7920 3.7481  -0.04
146 N 0.0060 4.8375 2.7372  -0.10
147 C -1.2969 5.5109 2.8126  0.01
148 C -2.0601 5.3856 1.5093  -0.01
149 C 1.1101 5.8066 2.7267  0.02
150 C 1.0234 6.7028 1.5097  0.00
151 H -0.4862 1.8460 4.3031  0.00
152 H -0.5616 2.2572 2.5934  0.01
153 H -1.8151 2.8288 3.6620  0.00
154 H 0.0915 4.1842 4.7606  0.00
155 H 1.1596 3.3417 3.5521  0.04
156 H -1.9122 5.1026 3.6144  0.00
157 H -1.2921 6.5360 3.1830  0.00
158 H -1.8784 4.4575 0.9674  0.00
159 H -3.1413 5.5078 1.5739  0.00
160 H -1.5793 6.1583 0.9095  0.00
161 H 2.0808 5.3146 2.7886  -0.02
162 H 1.1138 6.4070 3.6364  0.00
163 H 0.1212 7.3106 1.4413  0.00
164 H 1.0502 6.0900 0.6087  0.00
165 H 1.8389 7.4211 1.4244  0.00

Cartesian forces (eV/Å) of the 3 atoms listed first:
N 0.6 0.9 -0.1
H -0.5 -1.4 1.8
H -1.4 0.5 -2.7


No. 2
Here is a molecular structure, C47H42N10O3SbW from OMol25. Energies are from ωB97M-V/def2-TZVPD.

Calculated values
LUMO energy (spin up / spin down)   -3.883 / -4.094 eV
E_HOMO (spin up / spin down)   -8.5 / -8.8 eV
Charge   +1
ΔE to the lowest compared entry with this formula, charge and spin   0.0 kJ/mol
2S+1   3
Frontier orbital gap (spin up / spin down)   0.1687 / 0.1745 hartree

Each line ends with the Mulliken spin population.
Cartesian coordinates (Å):
1 W 0.8826 -0.5688 -0.3731  0.84
2 C 5.9161 0.2255 -4.6805  0.01
3 C 4.8619 0.4071 -5.6271  0.01
4 C 3.5537 0.2590 -5.2749  0.01
5 C 3.2729 -0.0742 -3.9291  -0.01
6 C 2.0714 -0.2186 -3.2300  0.07
7 N 0.8570 0.0350 -3.7875  0.05
8 C -0.1981 -0.3648 -3.2078  0.00
9 C -1.5399 -0.2679 -3.7698  0.00
10 C -2.0238 0.3958 -4.8868  -0.01
11 C -3.3661 0.2237 -5.1863  0.02
12 C -4.1890 -0.6020 -4.4120  -0.01
13 C -3.6933 -1.2831 -3.3121  0.03
14 C -2.3542 -1.0895 -3.0069  0.01
15 C -1.5323 -1.6451 -1.9401  0.04
16 N -1.9729 -2.5288 -1.1124  0.01
17 C -1.1997 -2.9347 -0.1068  0.23
18 N -0.0325 -2.3353 0.3424  0.02
19 C 0.3662 -3.0666 1.4619  0.21
20 N 1.4301 -2.8483 2.2383  0.01
21 C 2.4115 -2.1206 1.8101  0.04
22 N 2.4977 -1.4794 0.5872  0.05
23 C 3.8378 -1.0443 0.4648  -0.05
24 N 4.3976 -0.6348 -0.6042  0.07
25 C 3.7113 -0.5009 -1.7554  0.06
26 N 2.3115 -0.5251 -1.9031  0.02
27 C 4.3126 -0.2448 -2.9920  -0.01
28 C 5.6659 -0.1006 -3.3809  0.00
29 C 4.5288 -1.2656 1.7270  0.02
30 C 5.8240 -0.9750 2.1344  -0.02
31 C 6.1837 -1.3599 3.4154  0.02
32 C 5.2889 -2.0350 4.2556  -0.01
33 C 4.0072 -2.3459 3.8351  0.02
34 C 3.6434 -1.9348 2.5599  0.00
35 C -0.5481 -4.1315 1.7013  0.02
36 C -0.5620 -5.1583 2.6536  0.04
37 C -1.6043 -6.0530 2.5964  0.02
38 C -2.6143 -5.9512 1.6140  0.03
39 C -2.5927 -4.9605 0.6614  0.04
40 C -1.5353 -4.0465 0.7154  0.01
41 N -0.2545 -1.1117 -2.0033  0.07
42 H 6.9373 0.3493 -5.0166  0.00
43 H 5.1214 0.6639 -6.6457  0.00
44 H 2.7506 0.3886 -5.9878  0.00
45 H -1.3804 1.0196 -5.4920  0.00
46 H -3.7914 0.7329 -6.0414  0.00
47 H -5.2303 -0.7128 -4.6845  0.00
48 H -4.3164 -1.9337 -2.7141  0.00
49 H 6.4640 -0.2466 -2.6654  0.00
50 H 6.5199 -0.4719 1.4762  0.00
51 H 7.1810 -1.1447 3.7770  0.00
52 H 5.6166 -2.3266 5.2448  0.00
53 H 3.3149 -2.8866 4.4670  0.00
54 H 0.2253 -5.2462 3.3897  0.00
55 H -1.6572 -6.8644 3.3108  0.00
56 H -3.4124 -6.6817 1.6124  0.00
57 H -3.3548 -4.8848 -0.1021  0.00
58 C -2.4624 2.1094 -0.3354  0.00
59 C -1.4911 0.9850 -0.1891  0.02
60 O -1.7550 -0.0847 0.3450  0.00
61 O -0.2737 1.1710 -0.6424  -0.01
62 H -3.4662 1.7061 -0.4428  0.00
63 H -2.2064 2.7430 -1.1815  0.00
64 H -2.4373 2.7087 0.5772  0.00
65 C -3.7844 -2.2362 5.4486  0.00
66 C -2.8505 -1.3909 6.3022  0.00
67 N -1.5776 -1.0939 5.6349  0.00
68 C -0.3954 -1.8435 6.0497  0.00
69 C -0.5011 -3.3301 5.7524  0.00
70 C -1.6012 -0.1492 4.6730  0.00
71 O -2.6085 0.4476 4.3286  0.00
72 C -0.3152 0.1698 3.9505  0.00
73 C 0.7174 0.8936 4.5139  0.00
74 C 1.8118 1.1942 3.7183  0.00
75 C 1.8107 0.8005 2.4005  0.02
76 N 0.7802 0.1592 1.8123  -0.02
77 C -0.2491 -0.1728 2.6101  0.01
78 H -4.7048 -2.4446 5.9952  0.00
79 H -3.3266 -3.1889 5.1800  0.00
80 H -4.0446 -1.7038 4.5351  0.00
81 H -2.6098 -1.8934 7.2398  0.00
82 H -3.3280 -0.4424 6.5464  0.00
83 H -0.2424 -1.6767 7.1198  0.00
84 H 0.4752 -1.4381 5.5396  0.00
85 H -1.3231 -3.7936 6.2984  0.00
86 H 0.4197 -3.8372 6.0461  0.00
87 H -0.6579 -3.4908 4.6862  0.00
88 H 0.6774 1.1976 5.5529  0.00
89 H 2.6732 1.7185 4.1080  0.00
90 H 2.6898 0.9681 1.7987  -0.01
91 H -1.0633 -0.7152 2.1636  0.00
92 C 1.2300 3.6662 0.4894  0.00
93 Sb 2.3017 2.1438 -0.5281  0.00
94 C 4.2647 2.5412 0.2048  -0.01
95 C 2.4197 2.9510 -2.4770  0.01
96 H 1.8190 4.5829 0.4885  0.00
97 H 1.0273 3.3683 1.5175  0.00
98 H 0.2865 3.8354 -0.0249  0.00
99 H 4.9239 1.7014 -0.0023  0.00
100 H 4.2335 2.7392 1.2764  0.00
101 H 4.6435 3.4301 -0.3008  0.00
102 H 2.5605 4.0264 -2.3694  0.00
103 H 1.5078 2.7522 -3.0358  0.00
104 H 3.2679 2.5206 -3.0032  0.00

Cartesian forces (eV/Å) of the 3 atoms listed first:
W 0.8 0.0 -0.3
C 0.0 0.0 -0.1
C 0.1 0.0 0.0